The following is a quantum chemistry calculation of 2 unconnected molecules or ions with the total composition C39H32BF9N2, from the OMol25 dataset.

The geometry in XYZ format:
```
83
Properties=species:S:1:pos:R:3
F 0.8429 7.6534 3.0612
C 0.6120 6.5106 2.3269
C -0.5646 6.4013 1.5886
C -0.6912 5.3067 0.7331
F -1.8453 5.3176 -0.0110
C 0.2877 4.3267 0.5353
B 0.1928 3.1146 -0.5056
C -1.0635 3.1846 -1.5384
C -2.1216 2.2764 -1.5932
F -2.1250 1.1880 -0.7592
C -3.2183 2.3985 -2.4420
C -3.2222 3.4335 -3.3614
F -4.3083 3.6148 -4.1843
C -2.1676 4.3430 -3.4294
C -1.1527 4.1979 -2.4938
F -0.2416 5.2235 -2.5050
C 1.4410 3.1676 -1.5413
C 1.7361 2.0620 -2.3487
F 0.9336 0.9470 -2.2512
C 2.7698 2.0350 -3.2814
C 3.5409 3.1805 -3.4293
F 4.5713 3.1914 -4.3401
C 3.2607 4.3428 -2.7172
C 2.2207 4.2965 -1.8018
F 1.9811 5.5154 -1.2140
H 0.1772 2.0545 0.1408
C 1.4416 4.5220 1.3149
F 2.5114 3.6950 1.0927
C 1.6302 5.5647 2.2154
H -1.3376 7.1588 1.6267
H -4.0469 1.6889 -2.3712
H -2.1314 5.1853 -4.0932
H 2.9474 1.1427 -3.8847
H 3.7951 5.2711 -2.8533
H 2.5712 5.6680 2.7619
C -6.8133 -3.1331 2.2341
C -7.0811 -1.8859 1.3792
C -5.7646 -1.1054 1.3132
N -4.7813 -1.9553 1.9403
C -3.4743 -1.5846 1.9954
C -3.1144 -0.2322 1.7513
C -1.7868 0.1519 1.7449
C -0.7462 -0.8238 1.7231
C 0.5837 -0.4909 1.3841
C 1.5222 -1.5271 1.0082
C 1.3740 -2.1537 -0.2573
C 2.2333 -3.1485 -0.6800
C 3.2697 -3.6081 0.1747
N 4.1744 -4.5119 -0.2865
C 5.1335 -5.1870 0.5666
C 5.9203 -6.1187 -0.3696
C 5.4685 -5.7990 -1.8060
C 4.2770 -4.8394 -1.6946
C 3.3467 -3.0853 1.4936
C 2.5573 -2.0124 1.8612
C -1.1325 -2.1793 2.0218
C -2.4425 -2.5352 2.2367
C -5.2916 -3.2166 2.4448
H -7.3105 -3.0399 3.2017
H -7.1778 -4.0403 1.7547
H -7.3811 -2.1657 0.3686
H -7.8657 -1.2593 1.8034
H -5.4893 -0.8642 0.2685
H -5.8611 -0.1515 1.8577
H -3.9065 0.4914 1.5553
H -1.5244 1.2055 1.6862
H 0.9433 0.5353 1.4683
H 0.5928 -1.7887 -0.9238
H 2.1252 -3.5749 -1.6760
H 5.8113 -4.4657 1.0546
H 4.6298 -5.7542 1.3690
H 6.9927 -5.9631 -0.2427
H 5.6971 -7.1599 -0.1263
H 6.2706 -5.3089 -2.3626
H 5.1731 -6.6974 -2.3498
H 3.3541 -5.3253 -2.0528
H 4.4335 -3.9325 -2.3046
H 4.0751 -3.4989 2.1868
H 2.7041 -1.5268 2.8269
H -0.3485 -2.9332 2.0770
H -2.7004 -3.5562 2.5281
H -5.0339 -3.3500 3.5104
H -4.8630 -4.0747 1.8953
```

## Properties
Multiplicity = 1

---

The following is a quantum chemistry calculation of a molecular structure, C36H42AsBiN2O6S7, from the OMol25 dataset.

The geometry in XYZ format:
```
95
Properties=species:S:1:pos:R:3
Bi 1.0411 -0.7264 1.2950
O -2.4293 -4.5485 0.3895
C -2.3100 -4.3913 -0.8728
C -3.4209 -4.6393 -1.7478
C -3.3458 -4.4690 -3.1096
C -2.1614 -4.0325 -3.7208
C -1.0701 -3.7775 -2.9086
C -1.1091 -3.9419 -1.5257
C 0.1416 -3.5958 -0.7923
O 1.1444 -3.1580 -1.3343
N 0.0733 -3.8051 0.5635
N 1.1439 -3.4255 1.3186
C 1.2098 -3.7792 2.5419
C 2.3382 -3.3720 3.3768
C 2.6527 -4.2092 4.4524
C 3.7595 -4.0025 5.2495
C 4.5810 -2.9100 4.9661
C 4.2775 -2.0497 3.9356
C 3.1414 -2.2308 3.1204
O 2.9073 -1.3001 2.2235
H -0.8191 -4.1951 0.9251
H -4.3386 -4.9749 -1.2762
H -4.2212 -4.6763 -3.7195
H -2.1022 -3.8979 -4.7943
H -0.1330 -3.4251 -3.3261
H 0.4582 -4.4419 2.9823
H 1.9995 -5.0555 4.6446
H 3.9769 -4.6655 6.0774
H 5.4552 -2.7161 5.5783
H 4.8775 -1.1714 3.7364
O -1.5492 0.5141 1.0781
S -2.6572 0.2342 2.0402
C -3.7376 -0.9199 1.1002
C -3.0955 -1.2103 -0.2476
C -3.3436 -0.0796 -1.2496
C -2.6705 -0.3039 -2.6037
S -0.9214 0.1896 -2.7126
O -0.1908 -0.3235 -1.5282
C -1.1302 1.9532 -2.4108
C -0.5803 2.4705 -1.2489
C -0.6339 3.8407 -1.0211
C -1.2312 4.6776 -1.9526
C -1.7751 4.1495 -3.1204
C -1.7185 2.7841 -3.3564
C -3.7171 1.6756 2.0051
C -4.8423 1.7104 2.8157
C -5.6477 2.8389 2.8099
C -5.3154 3.9269 2.0105
C -4.1721 3.8878 1.2240
C -3.3623 2.7608 1.2242
H -4.7274 -0.4693 1.0018
H -3.8192 -1.8203 1.7099
H -3.4901 -2.1545 -0.6289
H -2.0210 -1.3529 -0.1267
H -3.0059 0.8706 -0.8256
H -4.4237 0.0161 -1.4134
H -3.1499 0.2673 -3.4055
H -2.6725 -1.3600 -2.8910
H -0.1320 1.8047 -0.5275
H -0.2135 4.2359 -0.1030
H -1.2717 5.7456 -1.7741
H -2.2358 4.8049 -3.8504
H -2.1231 2.3703 -4.2744
H -5.0760 0.8690 3.4589
H -6.5246 2.8783 3.4449
H -5.9377 4.8139 2.0194
H -3.8968 4.7439 0.6197
H -2.4419 2.7138 0.6529
S 2.3795 1.6452 5.2042
As 0.8286 1.5024 3.8112
S 0.1004 -0.6430 3.6445
S 1.6586 1.7141 1.7128
S -0.8572 2.7493 4.0262
C 2.2234 1.5427 -3.5725
C 2.5602 0.1057 -3.1865
C 3.9196 -0.0886 -2.5032
S 3.9141 0.2824 -0.7321
O 5.1925 -0.2924 -0.2234
C 4.1305 2.1033 -0.7541
C 5.3204 2.5136 0.0982
C 5.4388 4.0320 0.1628
H 1.3165 1.5784 -4.1817
H 3.0344 1.9957 -4.1505
H 2.0442 2.1698 -2.6971
H 2.5498 -0.5203 -4.0821
H 1.7778 -0.2997 -2.5299
H 4.7323 0.4822 -2.9629
H 4.1987 -1.1434 -2.5035
H 3.2117 2.5153 -0.3299
H 4.2327 2.4440 -1.7855
H 6.2316 2.0675 -0.3022
H 5.1934 2.1041 1.1017
H 5.5553 4.4653 -0.8351
H 6.3001 4.3333 0.7620
H 4.5480 4.4710 0.6165
```

## Properties
Charge = -2
Multiplicity = 1

---

The following is a quantum chemistry calculation of 2 unconnected molecules or ions with the total composition C5H15N2O2, from the OMol25 dataset.

The geometry in XYZ format:
```
24
Properties=species:S:1:pos:R:3
C -1.0763 1.2084 -0.3677
N -0.6146 2.2100 -1.3389
C -0.4165 -0.1869 -0.4590
C 0.9287 -0.2640 0.2985
C 2.0868 0.5138 -0.3528
N -1.3852 -1.1726 -0.0017
C -1.0349 -2.6269 -0.3700
O -0.0159 -3.1627 0.3031
H -0.9599 1.6014 0.6424
H -2.1436 1.0625 -0.5242
H 0.3966 2.2729 -1.3398
H -0.8896 1.9208 -2.2816
H -0.2182 -0.3726 -1.5220
H 0.7990 0.0087 1.3457
H 1.1811 -1.3286 0.3220
H 2.1736 0.2316 -1.4034
H 1.9731 1.6003 -0.2994
H 3.0190 0.3005 0.1765
H -1.4492 -1.1597 1.0063
H -0.8793 -2.5659 -1.4720
H -1.9879 -3.1810 -0.1866
H 1.1055 1.5807 2.0856
H 0.5681 2.7517 1.2935
O 1.0829 2.5377 2.0990
```

## Properties
Charge = -1
Multiplicity = 1

---

The following is a quantum chemistry calculation of C23H26N2O6 in the gas phase, from the OMol25 dataset.

The geometry in XYZ format:
```
57
Properties=species:S:1:pos:R:3
C 4.0200 -0.5445 5.7979
C 3.9189 -1.5532 4.6573
O 2.5873 -1.7747 4.2409
C 1.9425 -0.8309 3.4992
C 2.5210 0.3104 2.9488
C 1.7595 1.1784 2.1902
C 0.4083 0.9367 1.9567
O -0.2352 1.8481 1.1667
C -1.6385 1.7796 1.0612
C -2.0953 3.0014 0.2616
C -1.9710 2.8104 -1.2351
O -1.3214 3.4950 -1.9754
O -2.7433 1.7911 -1.6356
C -2.8818 1.5585 -3.0338
C -2.6702 0.0710 -3.3520
O -3.4554 -0.5074 -4.0675
N -1.6198 -0.5216 -2.7083
C -0.4067 0.1607 -2.5008
C 0.1044 1.0728 -3.4159
C 1.3018 1.7170 -3.1633
C 2.0249 1.4250 -2.0192
C 1.5673 0.4621 -1.1391
C 0.3563 -0.1702 -1.3780
N -0.1269 -1.1597 -0.5309
C -1.0838 -2.0541 -0.8758
O -1.4573 -2.9070 -0.1023
C -1.6166 -1.9403 -2.3218
C -3.0106 -2.5598 -2.3332
C -0.6711 -2.7337 -3.2345
C -0.1741 -0.2014 2.5079
C 0.5893 -1.0695 3.2662
H 5.0552 -0.4514 6.1144
H 3.6555 0.4318 5.4875
H 3.4214 -0.8816 6.6403
H 4.5465 -1.2491 3.8100
H 4.2593 -2.5345 4.9994
H 3.5639 0.5395 3.0997
H 2.2013 2.0643 1.7622
H -2.0885 1.8052 2.0636
H -1.9567 0.8582 0.5556
H -3.1462 3.1965 0.4794
H -1.4929 3.8622 0.5510
H -2.2090 2.2252 -3.5796
H -3.9152 1.7897 -3.3135
H -0.4289 1.2669 -4.3336
H 1.6737 2.4409 -3.8707
H 2.9575 1.9301 -1.8232
H 2.1360 0.1961 -0.2614
H 0.2972 -1.2637 0.3851
H -3.3756 -2.6920 -3.3458
H -2.9541 -3.5239 -1.8341
H -3.7115 -1.9332 -1.7862
H -0.6316 -3.7701 -2.9099
H -1.0415 -2.6966 -4.2565
H 0.3348 -2.3175 -3.2099
H -1.2176 -0.4273 2.3552
H 0.1446 -1.9560 3.6888
```

## Properties
SMILES = CCOc1ccc(OCCC(=O)OCC(=O)N2c3ccccc3NC(=O)C2(C)C)cc1
Multiplicity = 1

---

Max |F| list, top to bottom, in hartree/bohr: 0.0364; 0.0092; 0.0191; 0.0130
Relative energy (zero: lowest compared OMol25 entry of this formula, charge and spin) list, top to bottom, in kcal/mol: 17.5; 24.0; 8.0; 50.7
Lowest unoccupied orbital energy list, top to bottom, in hartree: -0.0836; 0.1335; 0.1323; 0.0251